Entry 1:
{"formula": "C32H20BF9", "method": "the ωB97M-V functional and the def2-TZVPD basis", "homo_lumo_gap_ev": 4.346, "lumo_energy_ev": -3.3, "total_charge": 0, "energy_ev": -58639.9284, "elements": ["F", "C", "C", "C", "F", "C", "B", "C", "C", "F", "C", "C", "F", "C", "C", "F", "C", "C", "F", "C", "C", "F", "C", "C", "F", "H", "C", "F", "C", "H", "H", "H", "H", "H", "H", "C", "C", "C", "C", "C", "C", "C", "C", "C", "C", "C", "C", "C", "C", "H", "H", "H", "H", "H", "H", "H", "H", "H", "H", "H", "H", "H"], "positions_angstrom": [[1.763158, 1.311666, -6.781302], [1.219205, 1.134907, -5.522919], [0.924357, 2.257685, -4.751808], [0.346816, 2.059520, -3.494070], [0.150927, 3.194979, -2.737506], [0.003133, 0.791135, -2.994199], [-0.810479, 0.442315, -1.654971], [-1.356490, 1.693440, -0.807852], [-0.809016, 2.123166, 0.405933], [0.320095, 1.515409, 0.908834], [-1.261049, 3.231839, 1.120596], [-2.325063, 3.950489, 0.579103], [-2.763115, 5.088582, 1.232493], [-2.915600, 3.599349, -0.635175], [-2.415278, 2.471421, -1.284474], [-2.947743, 2.190942, -2.518291], [-2.101677, -0.496850, -1.963355], [-2.685871, -1.209920, -0.910316], [-2.140835, -1.103908, 0.355241], [-3.810695, -2.028491, -1.022643], [-4.442408, -2.077789, -2.263211], [-5.575803, -2.851602, -2.423075], [-3.943621, -1.381235, -3.358691], [-2.775021, -0.633283, -3.187303], [-2.339281, -0.007222, -4.331890], [0.045392, -0.144551, -0.915556], [0.424560, -0.284067, -3.795052], [0.273018, -1.572399, -3.318143], [0.984673, -0.160244, -5.060972], [1.152093, 3.260334, -5.103417], [-0.749682, 3.546000, 2.026858], [-3.697083, 4.196329, -1.094957], [-4.171861, -2.608203, -0.177097], [-4.412595, -1.421351, -4.337986], [1.237787, -1.029249, -5.662915], [-1.313010, -2.285225, 6.113770], [-0.480029, -2.027128, 4.895485], [-0.895560, -2.386103, 3.601434], [-0.100542, -2.088149, 2.515024], [1.135272, -1.375529, 2.639663], [1.812337, -1.071864, 1.432043], [3.163058, -0.662907, 1.274878], [3.630750, -0.522192, -0.068651], [4.904630, -0.063604, -0.348356], [5.742382, 0.369579, 0.694850], [5.304524, 0.283821, 2.024229], [4.079123, -0.307835, 2.318260], [1.490328, -0.953724, 3.960504], [0.742970, -1.355892, 5.052415], [-0.769234, -1.913563, 6.988077], [-2.288201, -1.783686, 6.072063], [-1.507524, -3.354525, 6.237976], [-1.853557, -2.886008, 3.453500], [-0.419058, -2.356408, 1.505228], [1.241400, -1.200740, 0.513596], [2.929152, -0.775429, -0.876025], [5.246774, -0.016954, -1.381933], [6.722533, 0.798016, 0.474415], [5.913492, 0.683470, 2.834242], [3.817676, -0.458209, 3.357222], [2.300492, -0.238851, 4.134198], [1.054878, -1.099506, 6.061985]], "atomic_forces_ev_per_a": [[-0.428, -0.169, 1.103], [-0.132, 0.114, -0.021], [0.157, -0.188, -0.050], [0.144, -0.534, -0.216], [-0.059, -0.955, -0.586], [0.406, 0.232, -0.344], [0.826, -0.467, 0.720], [0.151, 0.363, 0.160], [-0.394, 0.510, -0.531], [-0.551, 0.064, -0.125], [-0.137, 0.061, -0.126], [0.022, 0.201, -0.074], [0.353, -1.050, -0.538], [0.162, -0.072, 0.224], [0.161, 0.462, 0.246], [0.388, 0.154, 0.954], [-0.021, -0.326, 0.064], [-0.356, -0.081, -0.515], [-0.183, -0.160, -0.734], [-0.090, 0.043, -0.097], [0.050, -0.086, -0.157], [0.999, 0.653, 0.221], [0.141, -0.096, 0.190], [-0.419, -0.241, 0.100], [-0.205, -0.367, 1.065], [-0.731, 0.011, -0.412], [0.124, 0.342, -0.116], [-0.045, 0.995, -0.371], [0.226, 0.285, -0.065], [-0.052, -0.208, 0.027], [-0.219, -0.008, -0.148], [0.096, -0.074, 0.187], [-0.022, 0.200, -0.157], [0.006, -0.043, 0.245], [-0.047, 0.180, 0.144], [0.070, -0.031, 0.148], [0.015, -0.058, -0.385], [0.097, -0.026, 0.213], [0.231, 0.285, -0.466], [-0.916, 0.269, 0.489], [0.434, -0.200, 0.875], [0.924, 0.566, -0.440], [-0.624, -0.094, 0.204], [0.396, 0.093, 0.152], [-0.554, -0.028, -0.177], [-0.411, -0.313, -0.066], [-0.041, 0.236, -0.395], [0.147, -0.057, -0.006], [0.035, 0.213, -0.378], [-0.280, -0.173, -0.031], [0.235, -0.051, -0.135], [0.033, 0.089, -0.008], [0.271, 0.134, 0.029], [-0.011, 0.052, 0.335], [0.007, -0.100, -0.008], [0.391, 0.151, 0.285], [-0.112, 0.063, 0.291], [-0.322, -0.173, 0.029], [-0.044, -0.303, -0.211], [0.193, 0.027, -0.292], [-0.463, -0.503, -0.077], [-0.019, 0.187, -0.240]]}

***

Entry 2:
{"formula": "C38H31N2O7PdSSe", "method": "the ωB97M-V functional and the def2-TZVPD basis", "homo_lumo_gap_ev": [7.004, 7.007], "lumo_energy_ev": [1.8, 1.8], "total_charge": -1, "energy_ev": -136880.0809, "elements": ["Pd", "O", "C", "C", "C", "C", "C", "C", "C", "C", "C", "O", "C", "C", "C", "C", "C", "C", "C", "C", "C", "C", "C", "C", "N", "C", "C", "C", "C", "C", "C", "C", "C", "C", "C", "C", "C", "H", "H", "H", "H", "H", "H", "H", "H", "H", "H", "H", "H", "H", "H", "H", "H", "H", "H", "H", "H", "H", "H", "H", "H", "H", "H", "H", "O", "N", "C", "C", "C", "C", "C", "S", "H", "H", "H", "H", "O", "Se", "O", "O", "O"], "positions_angstrom": [[-0.855423, 1.544699, -0.455812], [1.086768, 1.294919, -0.571879], [1.961705, 1.782889, 0.393770], [1.303381, 2.640791, 1.496387], [0.278865, 1.894625, 2.282706], [0.341038, 1.810614, 3.665115], [-0.581034, 1.035554, 4.339217], [-1.528546, 0.334672, 3.621910], [-1.576983, 0.474137, 2.242988], [-2.545961, -0.288183, 1.408285], [-1.804458, -1.147323, 0.344237], [-0.895974, -0.423532, -0.426315], [-0.922015, -2.142190, 1.119801], [-1.472610, -3.183240, 1.865810], [-0.660606, -4.012611, 2.623055], [0.717914, -3.813881, 2.643055], [1.269794, -2.783817, 1.897808], [0.453679, -1.952404, 1.138909], [-2.809685, -1.927046, -0.518761], [-4.158635, -1.620607, -0.617947], [-5.002966, -2.373758, -1.424768], [-4.504380, -3.433398, -2.166178], [-3.147809, -3.732248, -2.098468], [-2.315818, -2.988337, -1.277006], [-0.696856, 1.265351, 1.614385], [2.676887, 0.558785, 0.974815], [3.051360, 0.431263, 2.305817], [3.737918, -0.694712, 2.750707], [4.061871, -1.708544, 1.865069], [3.685537, -1.592605, 0.530566], [3.000638, -0.472394, 0.093071], [3.003794, 2.702142, -0.289979], [2.800410, 3.125032, -1.595974], [3.715234, 3.972058, -2.209471], [4.842844, 4.404512, -1.529165], [5.053895, 3.981449, -0.223299], [4.141827, 3.135028, 0.388076], [2.068920, 3.013992, 2.176214], [0.843626, 3.501906, 1.013425], [1.120429, 2.342680, 4.193373], [-0.542039, 0.954821, 5.418315], [-2.236908, -0.320244, 4.109766], [-3.140672, -0.933160, 2.054513], [-3.205443, 0.416954, 0.907845], [-2.543501, -3.353401, 1.841195], [-1.101609, -4.819375, 3.196186], [1.352962, -4.461627, 3.234824], [2.343698, -2.613903, 1.902847], [0.873295, -1.138789, 0.551635], [-4.568683, -0.769181, -0.093856], [-6.051419, -2.110225, -1.488965], [-5.162632, -4.017974, -2.798424], [-2.739774, -4.550704, -2.679802], [-1.260215, -3.227819, -1.218540], [2.803811, 1.204850, 3.022147], [4.011183, -0.776652, 3.795823], [4.595710, -2.585641, 2.209102], [3.922274, -2.384266, -0.169917], [2.681458, -0.385519, -0.937603], [1.918667, 2.784807, -2.120609], [3.538466, 4.297257, -3.227652], [5.553716, 5.065160, -2.010272], [5.933425, 4.307190, 0.319148], [4.329252, 2.795196, 1.400087], [-3.046212, 0.303985, -2.327740], [-2.332051, -0.124699, -3.269101], [-2.710279, -1.232222, -3.970750], [-1.989090, -1.683227, -5.043312], [-0.827632, -1.017094, -5.429424], [-0.422810, 0.069918, -4.685631], [-1.171515, 0.526484, -3.599116], [-0.728568, 1.954052, -2.730330], [-3.617475, -1.680038, -3.596474], [-2.340172, -2.560102, -5.569971], [-0.241806, -1.358335, -6.271945], [0.490395, 0.600452, -4.911838], [-2.835852, 2.098676, -0.405287], [-2.507759, 3.666600, 0.166798], [-2.611009, 3.696560, 1.774964], [-0.864310, 3.582705, -0.317889], [-3.287450, 4.822265, -0.614297]], "atomic_forces_ev_per_a": [[0.126, 0.095, 0.080], [-0.017, 0.123, -0.107], [0.163, -0.004, -0.024], [-0.097, 0.068, -0.067], [-0.239, -0.074, 0.057], [-0.026, 0.015, -0.025], [0.029, -0.018, 0.094], [-0.088, -0.013, -0.064], [0.197, 0.002, 0.095], [0.034, 0.066, -0.238], [0.256, -0.057, 0.348], [-0.496, 0.091, -1.034], [-0.045, -0.105, 0.271], [0.033, 0.035, -0.025], [0.063, -0.038, 0.038], [-0.214, 0.031, -0.033], [-0.062, -0.278, 0.128], [-0.040, 0.046, -0.048], [0.253, 0.004, -0.126], [-0.114, -0.080, 0.085], [0.003, 0.018, 0.041], [0.046, -0.169, 0.077], [-0.112, -0.145, 0.155], [-0.017, -0.004, -0.037], [-0.082, 0.146, 0.304], [0.377, 0.117, 0.140], [0.029, 0.012, -0.039], [0.203, -0.039, -0.038], [0.710, 0.566, -0.014], [0.417, 0.352, -0.224], [0.319, -0.044, -0.010], [-0.035, -0.149, 0.065], [-0.032, 0.018, 0.008], [0.001, 0.008, -0.009], [-0.001, 0.000, 0.008], [0.000, -0.004, 0.007], [-0.032, -0.046, -0.021], [0.009, 0.017, -0.031], [-0.055, 0.017, -0.031], [-0.008, 0.014, 0.002], [-0.006, 0.005, 0.002], [0.002, 0.005, -0.002], [-0.016, -0.043, -0.041], [-0.026, 0.095, -0.080], [-0.025, -0.005, 0.002], [-0.012, -0.018, 0.006], [0.008, -0.026, 0.026], [-1.066, -0.410, 0.100], [-0.320, -0.401, 0.199], [0.012, 0.016, 0.014], [-0.005, -0.003, 0.001], [0.001, 0.006, 0.005], [0.002, 0.011, -0.009], [-0.007, 0.021, -0.015], [0.082, -0.061, -0.058], [-0.006, -0.011, 0.001], [-0.009, -0.027, 0.011], [-0.032, -0.018, 0.009], [0.013, -0.010, 0.013], [-0.028, -0.018, -0.009], [0.000, -0.001, 0.003], [-0.002, -0.002, 0.001], [-0.002, -0.003, -0.001], [-0.003, -0.017, 0.027], [-0.339, 0.111, 0.151], [0.168, 0.015, -0.406], [0.013, 0.232, 0.033], [0.084, 0.010, -0.096], [-0.049, -0.071, 0.008], [-0.041, -0.009, 0.179], [0.259, -0.238, 0.052], [-0.285, 0.145, -0.078], [0.059, 0.094, -0.103], [0.002, -0.012, -0.005], [-0.007, 0.000, -0.004], [0.039, 0.008, 0.002], [-0.005, 0.013, 0.338], [0.069, 0.016, -0.039], [0.023, 0.070, -0.054], [0.044, -0.008, 0.083], [-0.042, -0.055, -0.020]]}

***

Entry 3:
{"formula": "C7H6ClIN3O", "method": "the ωB97M-V functional and the def2-TZVPD basis", "homo_lumo_gap_ev": 6.789, "lumo_energy_ev": -5.5, "total_charge": 1, "energy_ev": -34482.8028, "elements": ["C", "C", "C", "C", "C", "C", "C", "N", "N", "N", "O", "Cl", "I", "H", "H", "H", "H", "H", "H"], "positions_angstrom": [[-1.919385, -2.351168, 0.935683], [-2.467419, -1.445092, 0.073339], [-0.253263, -0.743584, 0.616358], [-0.841795, 1.676593, -0.807490], [1.565074, 1.974162, -0.369167], [0.380363, 2.125654, 0.095045], [3.041992, 0.227680, -0.624994], [-1.590829, 0.751146, -0.702731], [-1.446667, -0.379032, -0.064682], [-0.624401, -1.851207, 1.169316], [2.633768, 1.571490, -0.869026], [-0.038374, 2.936249, 1.500748], [-4.390187, -0.894573, -0.717630], [-2.302982, -3.229099, 1.321796], [-1.092306, 2.446104, -1.482868], [4.029840, 0.117482, -0.244390], [3.114255, -0.410757, -1.463427], [2.138289, -0.269491, -0.162130], [0.064033, -2.252557, 1.796248]], "atomic_forces_ev_per_a": [[0.292, 3.087, -2.150], [-0.044, 2.168, 0.051], [-1.332, 2.044, -1.424], [3.534, 4.019, 0.432], [1.290, -1.030, -0.785], [-0.407, -0.780, -0.754], [-2.008, -2.900, 1.219], [-3.342, -3.825, -0.880], [0.857, -2.638, 1.879], [0.709, -2.154, 1.701], [-1.211, 1.971, -0.279], [-0.047, 0.260, 0.641], [1.290, -0.883, 0.627], [-0.524, -1.468, 0.718], [-0.288, 1.019, -0.664], [0.410, 0.729, 1.252], [-0.115, 0.456, -2.189], [1.446, 0.482, 0.740], [-0.510, -0.558, -0.134]]}